(1)
Formula: C66H171N11O25
Source: the Open Molecules 2025 dataset
Level of theory: wB97M-V/def2-TZVPD

Results
ΔE to the lowest compared entry with this formula, charge and spin (kcal/mol): 0.0
Frontier orbital gap (eV): 8.832

Each line ends with the Mulliken charge.
Cartesian coordinates (Å):
C -17.12 6.90 -13.74  -0.731
O -18.48 6.98 -14.09  -0.271
C -19.28 7.24 -12.95  -0.285
C -20.78 7.30 -13.30  0.872
N -21.21 6.54 -14.46  -0.357
C -21.20 5.06 -14.25  -0.634
C -21.98 4.29 -15.30  -0.597
O -21.28 4.28 -16.52  -0.255
C -21.95 3.47 -17.47  -0.775
H -16.71 7.89 -13.47  0.090
H -16.47 6.74 -14.60  0.312
H -16.88 6.12 -13.02  0.350
H -18.92 8.20 -12.56  -0.060
H -19.14 6.47 -12.19  0.568
H -21.05 8.31 -13.64  -0.706
H -21.46 7.12 -12.47  0.023
H -20.49 6.74 -15.15  0.241
H -21.56 4.94 -13.23  0.469
H -20.14 4.77 -14.21  0.233
H -22.99 4.70 -15.37  0.334
H -22.08 3.26 -14.92  0.418
H -21.94 2.45 -17.09  0.305
H -21.50 3.64 -18.44  0.237
H -22.99 3.78 -17.64  0.314
C -16.14 9.98 -8.00  -0.595
O -16.49 8.84 -7.24  -0.338
C -17.58 8.97 -6.37  -0.424
C -17.31 8.13 -5.13  -0.528
N -18.32 8.26 -4.06  -0.398
C -17.88 7.35 -2.98  -0.510
C -19.01 7.24 -1.97  -0.461
O -18.72 6.26 -1.00  -0.328
C -19.43 6.45 0.20  -0.709
H -15.68 10.71 -7.32  0.387
H -17.04 10.46 -8.38  0.200
H -15.44 9.72 -8.79  0.166
H -18.52 8.67 -6.86  0.245
H -17.75 10.01 -6.06  0.319
H -16.36 8.52 -4.74  0.278
H -17.22 7.10 -5.48  0.288
H -18.17 9.19 -3.68  0.285
H -16.97 7.76 -2.52  0.284
H -17.66 6.32 -3.27  0.358
H -19.91 6.99 -2.54  0.293
H -19.20 8.23 -1.53  0.304
H -19.04 7.36 0.68  0.297
H -19.38 5.57 0.83  0.253
H -20.49 6.65 -0.01  0.298
C -9.30 18.19 -21.13  -0.859
O -9.43 17.63 -19.84  -0.092
C -8.89 18.42 -18.80  -0.789
C -9.24 17.82 -17.49  -0.548
N -10.62 17.99 -17.03  -0.365
C -11.69 17.71 -17.99  0.029
C -13.04 18.07 -17.40  -1.025
O -13.53 17.04 -16.56  -0.046
C -14.80 17.35 -16.01  -0.923
H -9.99 17.67 -21.80  0.216
H -8.29 18.09 -21.53  0.306
H -9.64 19.23 -21.13  0.357
H -9.26 19.45 -18.81  0.385
H -7.80 18.53 -18.90  0.432
H -8.61 18.15 -16.66  0.492
H -9.00 16.74 -17.56  0.232
H -10.76 17.35 -16.26  0.246
H -11.63 16.69 -18.37  -0.131
H -11.59 18.37 -18.86  0.316
H -13.74 18.12 -18.25  0.316
H -13.00 18.99 -16.82  0.470
H -14.93 16.67 -15.16  0.262
H -15.68 17.24 -16.64  0.357
H -14.80 18.37 -15.61  0.392
C -25.81 11.83 -14.53  -0.701
O -25.49 10.48 -14.73  -0.463
C -24.71 9.92 -13.68  0.157
C -25.55 9.69 -12.42  -0.647
N -24.76 9.35 -11.24  -0.292
C -24.02 8.10 -11.36  -0.549
C -23.09 7.83 -10.18  -0.077
O -22.63 6.50 -10.18  -0.346
C -21.79 6.20 -9.09  -0.820
H -26.25 12.19 -15.46  0.322
H -24.98 12.52 -14.34  0.210
H -26.59 11.98 -13.77  0.312
H -23.75 10.42 -13.54  -0.024
H -24.41 8.95 -14.09  0.153
H -26.28 8.89 -12.62  0.211
H -26.09 10.61 -12.22  0.527
H -25.37 9.35 -10.44  0.242
H -23.50 8.07 -12.32  0.191
H -24.79 7.32 -11.48  0.404
H -23.53 8.11 -9.22  0.551
H -22.22 8.50 -10.32  -0.160
H -20.90 6.84 -9.01  0.286
H -21.45 5.18 -9.24  0.285
H -22.27 6.23 -8.11  0.339
C -8.19 11.36 -19.44  -0.764
O -8.70 12.37 -20.27  -0.384
C -10.10 12.41 -20.31  0.091
C -10.58 13.65 -21.08  -0.631
N -12.00 13.83 -20.87  0.226
C -12.50 15.01 -21.55  -0.343
C -13.94 15.32 -21.19  -0.469
O -13.97 15.76 -19.85  0.131
C -15.28 15.90 -19.33  -0.391
H -8.69 10.40 -19.57  0.333
H -8.17 11.57 -18.36  0.239
H -7.13 11.27 -19.70  0.298
H -10.52 12.41 -19.30  0.070
H -10.59 11.57 -20.83  0.222
H -10.37 13.50 -22.14  0.442
H -9.94 14.52 -20.84  0.166
H -12.22 13.93 -19.89  -0.500
H -12.46 14.90 -22.64  0.553
H -11.81 15.83 -21.29  -0.177
H -14.58 14.44 -21.33  0.078
H -14.24 16.12 -21.88  0.315
H -15.29 15.91 -18.24  -0.498
H -15.96 15.08 -19.59  0.364
H -15.73 16.85 -19.61  0.399
C -19.03 9.58 -16.52  -0.839
O -19.39 10.82 -15.94  0.542
C -20.52 10.80 -15.11  -0.632
C -21.28 12.10 -15.32  0.557
N -20.60 13.25 -14.69  0.964
C -21.09 14.52 -15.18  -0.731
C -20.74 15.74 -14.31  -1.145
O -19.66 16.40 -14.98  -0.151
C -19.23 17.54 -14.26  -0.819
H -19.87 9.31 -17.18  0.431
H -18.94 8.70 -15.87  -0.235
H -18.19 9.65 -17.20  0.242
H -20.39 10.42 -14.09  -0.495
H -21.17 9.95 -15.39  0.742
H -22.29 12.05 -14.91  0.084
H -21.38 12.27 -16.40  -0.519
H -19.59 13.14 -14.80  -0.401
H -22.18 14.51 -15.23  0.737
H -20.73 14.77 -16.18  0.219
H -20.50 15.49 -13.28  0.386
H -21.57 16.46 -14.28  0.618
H -20.07 18.25 -14.24  0.350
H -18.36 17.96 -14.75  0.159
H -19.04 17.29 -13.21  0.344
C -22.44 14.00 -24.50  -0.816
O -21.95 14.00 -23.19  -0.261
C -23.00 14.20 -22.24  -0.721
C -22.33 14.27 -20.89  -0.628
N -21.77 12.97 -20.56  -0.360
C -20.83 12.93 -19.45  -0.564
C -20.39 11.51 -19.27  0.262
O -19.61 11.12 -20.41  -0.333
C -19.11 9.81 -20.30  -0.656
H -21.59 13.93 -25.18  0.258
H -22.93 14.93 -24.82  0.308
H -23.15 13.21 -24.77  0.315
H -23.76 13.42 -22.28  0.366
H -23.59 15.11 -22.41  0.519
H -23.05 14.67 -20.17  0.376
H -21.53 15.02 -21.05  0.286
H -21.31 12.53 -21.34  0.332
H -21.27 13.25 -18.51  0.096
H -20.00 13.63 -19.62  0.392
H -21.21 10.82 -19.07  0.427
H -19.70 11.43 -18.42  -0.299
H -18.80 9.40 -21.26  0.308
H -19.86 9.12 -19.90  0.365
H -18.21 9.79 -19.67  0.083
C -7.65 15.53 -11.58  -0.784
O -8.79 14.74 -11.35  -0.376
C -9.51 14.50 -12.53  -0.297
C -10.87 13.92 -12.15  -0.544
N -11.85 13.75 -13.22  -0.044
C -11.44 12.64 -14.08  1.038
C -12.26 12.58 -15.37  -1.351
O -11.83 13.54 -16.32  -0.338
C -12.61 13.42 -17.49  0.257
H -6.94 15.42 -10.75  0.271
H -7.86 16.60 -11.60  0.313
H -7.11 15.16 -12.45  0.326
H -8.95 13.82 -13.19  0.199
H -9.63 15.41 -13.15  0.348
H -11.31 14.57 -11.38  0.338
H -10.72 12.97 -11.64  0.155
H -11.80 14.60 -13.78  0.073
H -11.44 11.65 -13.63  -0.383
H -10.43 12.83 -14.48  0.191
H -13.29 12.82 -15.10  0.240
H -12.22 11.57 -15.79  0.384
H -12.61 12.41 -17.92  0.520
H -12.29 14.16 -18.21  -0.737
H -13.65 13.70 -17.29  0.269
C -11.59 8.62 -24.56  -0.590
O -12.55 8.49 -25.58  -0.392
C -13.92 8.35 -25.18  -0.624
C -14.59 9.71 -25.17  -0.556
N -14.63 10.28 -23.82  -0.113
C -15.63 11.33 -23.57  -0.979
C -16.10 11.33 -22.12  -0.106
O -15.07 11.92 -21.35  -0.164
C -15.35 12.00 -19.98  -0.894
H -11.79 7.92 -23.74  0.320
H -11.56 9.64 -24.14  0.163
H -10.60 8.37 -24.91  0.277
H -14.06 7.86 -24.21  0.358
H -14.24 7.65 -25.94  0.274
H -15.56 9.69 -25.68  0.503
H -14.01 10.39 -25.80  0.347
H -13.75 10.78 -23.69  0.079
H -16.49 11.07 -24.19  0.448
H -15.32 12.36 -23.77  0.235
H -16.28 10.30 -21.80  0.227
H -16.99 11.97 -22.04  0.274
H -14.49 12.40 -19.45  0.058
H -15.38 10.98 -19.55  0.488
H -16.29 12.48 -19.71  0.399
C -12.99 10.69 -11.48  -0.361
O -11.70 10.10 -11.37  -0.408
C -11.69 8.69 -11.44  -0.552
C -11.19 8.29 -12.87  -0.773
N -9.85 8.78 -13.14  -0.111
C -8.74 8.07 -12.50  -0.402
C -7.44 8.76 -12.92  -0.670
O -7.04 9.88 -12.13  -0.461
C -7.66 11.11 -12.46  -0.647
H -12.77 11.75 -11.36  0.181
H -13.61 10.36 -10.64  0.145
H -13.57 10.48 -12.38  0.329
H -12.63 8.19 -11.18  0.392
H -10.96 8.29 -10.73  0.364
H -11.86 8.81 -13.56  0.204
H -11.36 7.22 -12.99  0.469
H -9.82 9.71 -12.74  0.010
H -8.75 7.03 -12.84  0.468
H -8.89 8.01 -11.41  0.249
H -7.50 9.04 -13.97  0.344
H -6.58 8.08 -12.96  0.394
H -7.80 11.23 -13.54  0.352
H -7.03 11.92 -12.11  0.214
H -8.66 11.19 -12.01  0.285
C -17.40 14.72 -16.41  -0.748
O -16.41 13.78 -16.80  0.227
C -16.69 12.46 -16.39  -0.443
C -16.53 12.26 -14.89  -0.795
N -17.74 12.62 -14.17  1.189
C -17.63 12.73 -12.73  -1.640
C -17.11 11.50 -11.96  -0.026
O -18.08 10.47 -11.79  -0.347
C -19.33 10.86 -11.25  -0.355
H -17.32 15.02 -15.36  0.138
H -18.38 14.27 -16.59  0.075
H -17.33 15.61 -17.03  0.623
H -15.98 11.78 -16.89  0.260
H -17.64 12.12 -16.81  -0.567
H -15.70 12.88 -14.54  0.198
H -16.16 11.23 -14.74  0.610
H -18.47 11.94 -14.32  -0.527
H -18.58 12.98 -12.25  0.517
H -16.94 13.55 -12.50  0.670
H -16.76 11.83 -10.97  0.253
H -16.20 11.13 -12.44  -0.258
H -19.21 11.45 -10.34  0.506
H -19.83 9.92 -11.02  -0.125
H -19.92 11.42 -11.98  0.029
O -21.91 13.73 -12.27  -0.744
H -21.49 13.47 -13.13  0.382
H -22.15 12.89 -11.85  0.381
O -22.48 11.17 -11.11  -0.593
H -23.21 10.52 -11.15  0.227
H -22.58 11.61 -10.26  0.238
O -14.36 13.51 -11.84  -0.498
H -13.53 13.60 -12.37  0.350
H -14.33 14.23 -11.19  0.248


(2)
Formula: C39H55BN10O2OsSSeSi2
Source: the Open Molecules 2025 dataset
Level of theory: wB97M-V/def2-TZVPD

Results
ΔE to the lowest compared entry with this formula, charge and spin (kcal/mol): 0.0
Net charge: +2
Frontier orbital gap (eV): 6.668

Each line ends with the Mulliken charge.
Cartesian coordinates (Å):
Os 0.47 -0.38 0.36  0.506
B 2.64 1.64 2.04  -0.775
N 1.72 0.85 2.88  0.193
C 1.74 0.77 4.24  -0.539
C 0.77 -0.11 4.63  -1.115
C 0.16 -0.52 3.44  -0.399
N 0.73 0.06 2.39  -0.173
N 3.17 0.98 0.82  0.591
C 4.42 1.19 0.30  -0.712
C 4.52 0.50 -0.87  -1.151
C 3.27 -0.13 -1.02  -0.479
N 2.47 0.14 -0.01  0.334
H 1.99 3.10 1.68  -0.194
H 3.42 2.30 2.62  -0.042
H 2.46 1.34 4.81  0.541
H 0.52 -0.40 5.64  0.534
H -0.66 -1.20 3.29  0.361
H 5.13 1.80 0.83  0.627
H 5.36 0.45 -1.54  0.502
H 2.90 -0.70 -1.86  0.389
C -1.64 4.75 1.27  -0.423
Si -0.28 3.86 2.19  -0.025
C 0.66 5.04 3.30  -1.208
C -1.13 2.52 3.18  -0.313
C 1.07 3.11 1.04  3.767
Si 1.74 4.08 -0.50  0.143
C 3.44 4.72 -0.05  -1.083
C 0.73 5.58 -0.97  -0.786
C 1.73 2.91 -1.96  -0.384
H -2.51 4.80 1.93  0.470
H -1.92 4.21 0.37  -0.359
H -1.39 5.77 0.99  0.449
H -0.02 5.51 4.01  0.412
H 1.14 5.83 2.73  0.336
H 1.43 4.53 3.88  0.329
H -1.98 2.97 3.71  0.573
H -0.49 2.06 3.94  0.296
H -1.51 1.73 2.53  -0.309
H 0.91 2.06 0.77  -2.280
H 3.37 5.40 0.80  0.318
H 3.85 5.29 -0.88  0.388
H 4.16 3.94 0.20  0.262
H 0.74 6.36 -0.21  0.372
H -0.30 5.34 -1.22  -0.136
H 1.19 6.00 -1.87  0.403
H 2.57 2.21 -1.95  0.160
H 1.79 3.47 -2.89  0.607
H 0.81 2.32 -1.98  -0.211
C -0.98 -3.41 -3.92  -0.892
N 0.28 -3.56 -3.20  0.156
C 0.80 -2.63 -2.38  -0.822
Se 0.01 -0.97 -2.08  0.150
N 1.94 -3.14 -1.87  0.508
C 2.13 -4.44 -2.32  0.574
C 3.12 -5.38 -2.05  -0.707
C 2.98 -6.61 -2.67  -0.665
C 1.91 -6.89 -3.53  -0.709
C 0.94 -5.94 -3.80  -1.010
C 1.07 -4.71 -3.17  0.833
H -0.97 -2.47 -4.47  0.309
H -1.81 -3.41 -3.22  0.265
H -1.08 -4.24 -4.62  0.410
H 2.51 -2.64 -1.21  0.157
H 3.95 -5.17 -1.39  0.512
H 3.73 -7.38 -2.50  0.439
H 1.85 -7.86 -4.00  0.437
H 0.12 -6.17 -4.47  0.414
C -1.49 -5.84 1.35  -1.191
C -0.25 -5.71 0.46  -0.507
C 0.52 -4.46 0.77  0.299
N 0.14 -3.28 0.41  -0.789
N 1.01 -2.29 0.83  0.671
C 2.02 -2.75 1.52  0.542
N 3.04 -2.02 2.01  -0.183
S 1.99 -4.47 1.69  -0.187
H -2.01 -6.77 1.14  0.456
H -2.18 -5.01 1.17  0.237
H -1.22 -5.84 2.41  0.344
H -0.54 -5.67 -0.59  0.089
H 0.40 -6.57 0.59  0.494
H 2.92 -1.02 2.06  -0.231
H 3.64 -2.43 2.71  0.295
C -2.08 4.32 -3.17  -1.213
O -2.36 3.40 -2.11  -0.376
C -2.66 2.12 -2.47  0.796
C -2.47 1.59 -3.73  -0.382
C -2.88 0.29 -4.00  -0.871
C -3.47 -0.48 -3.01  -0.879
C -3.64 0.04 -1.73  -0.084
C -3.24 1.33 -1.47  -0.153
N -3.56 2.02 -0.26  0.144
C -3.88 1.58 0.93  -0.886
C -3.67 0.32 1.54  0.953
C -4.59 -0.06 2.55  -0.941
C -4.53 -1.28 3.15  -1.244
C -3.50 -2.16 2.77  -0.062
C -2.54 -1.80 1.87  -0.682
C -2.54 -0.52 1.26  0.821
O -1.58 -0.10 0.52  -0.044
H -2.05 5.31 -2.71  0.297
H -2.86 4.29 -3.93  0.552
H -1.11 4.10 -3.62  0.355
H -2.02 2.18 -4.52  0.503
H -2.74 -0.12 -4.99  0.460
H -3.80 -1.49 -3.22  0.508
H -4.12 -0.55 -0.97  0.527
H -3.70 3.01 -0.42  0.449
H -4.42 2.32 1.52  0.470
H -5.39 0.63 2.80  0.473
H -5.26 -1.57 3.89  0.423
H -3.46 -3.15 3.22  0.480
H -1.74 -2.47 1.58  0.144